[1]
A molecular structure, C38H34BrGeMnN4O4PS at a distorted geometry, computed with ωB97M-V with the def2-TZVPD basis set.

Last column: Mulliken spin population.
Atoms and positions in Å:
Mn -3.953 -1.292 0.813  4.73
O 0.573 1.950 2.931  0.00
C 1.517 1.268 2.549  0.00
O 1.993 1.228 1.211  0.00
C 2.539 0.680 3.495  0.00
C 2.451 0.714 4.880  0.00
C 3.475 0.187 5.679  0.00
C 4.700 -0.268 5.074  0.00
C 4.773 -0.358 3.688  0.00
C 3.695 0.172 2.916  0.00
P 3.537 0.382 1.225  0.00
C 3.475 -1.039 0.240  0.00
C 4.368 -1.101 -0.915  0.00
C 4.371 -2.273 -1.702  0.00
C 3.737 -3.430 -1.228  0.00
C 2.884 -3.348 -0.180  0.00
C 2.625 -2.131 0.505  0.00
C 4.571 1.559 0.437  0.00
C 4.100 2.578 -0.349  0.00
C 4.990 3.474 -0.927  0.00
C 6.326 3.371 -0.624  0.00
C 6.826 2.302 0.102  0.00
C 5.908 1.396 0.675  0.00
H 1.518 1.165 5.352  0.00
H 3.349 0.128 6.777  0.00
H 5.534 -0.546 5.689  0.00
H 5.651 -0.687 3.109  0.00
H 4.678 -0.177 -1.379  0.00
H 4.824 -2.233 -2.649  0.00
H 3.857 -4.328 -1.719  0.00
H 2.247 -4.205 0.048  0.00
H 1.852 -1.962 1.291  0.00
H 3.017 2.549 -0.488  0.00
H 4.628 4.323 -1.485  0.00
H 6.957 4.211 -0.872  0.00
H 7.849 2.065 0.244  0.00
H 6.254 0.662 1.372  0.00
Br -5.651 -0.710 -8.924  0.01
C -4.444 0.215 -7.878  0.09
C -3.119 -0.104 -7.529  -0.04
C -2.467 0.674 -6.557  0.08
C -3.180 1.647 -5.798  -0.06
C -4.531 2.034 -6.208  0.06
C -5.043 1.420 -7.313  -0.04
N -2.489 2.122 -4.699  0.18
N -3.110 2.907 -3.895  -0.05
C -3.228 2.573 -2.531  -0.03
C -4.215 3.218 -1.842  -0.04
C -4.762 2.578 -0.755  0.02
C -4.210 1.441 -0.149  -0.08
O -4.830 0.584 0.579  -0.04
C -2.923 0.985 -0.724  -0.02
N -2.330 -0.172 -0.246  -0.02
C -1.187 -0.547 -0.780  0.03
C -0.409 0.241 -1.686  0.00
C -1.101 1.235 -2.339  0.02
C -2.400 1.587 -1.925  0.01
H -2.598 -0.976 -7.962  0.00
H -1.429 0.637 -6.292  0.00
H -5.010 2.861 -5.735  0.00
H -6.004 1.758 -7.679  0.00
H -4.753 3.991 -2.352  -0.01
H -5.739 2.950 -0.412  0.00
H -0.756 -1.469 -0.386  0.01
H 0.629 -0.029 -1.853  0.00
H -0.697 1.905 -3.118  0.00
C -2.775 -3.823 4.080  0.01
Ge -2.732 -1.813 3.802  -0.03
C -1.127 -1.749 2.666  0.07
C -2.309 -0.789 5.355  0.01
C -4.372 -1.232 2.858  0.02
H -3.569 -4.130 4.830  0.00
H -1.814 -4.169 4.418  0.00
H -2.993 -4.171 3.062  0.00
H -0.359 -2.324 3.187  0.00
H -0.748 -0.733 2.621  -0.01
H -1.349 -2.056 1.653  -0.04
H -1.420 -0.166 5.116  0.00
H -2.028 -1.458 6.205  0.00
H -3.151 -0.074 5.626  0.00
H -4.652 -0.316 3.306  -0.01
H -5.155 -1.967 3.097  0.00
O -1.844 -4.357 -0.565  0.11
S -3.296 -4.226 -0.310  0.19
N -4.020 -2.989 0.191  -0.12

Summary:
- relative energy (zero: lowest compared OMol25 entry of this formula, charge and spin) (kJ/mol) = 384.9
- total charge = -2
- energy (hartree) = -8529.71342
- ⟨S²⟩ = 8.98
- max |F| (Eh/bohr) = 0.1002
- multiplicity = 6
- frontier orbital gap (alpha / beta) (eV) = 2.20 / 2.10
- HOMO level (alpha / beta) (eV) = 0.899 / 0.897

---

[2]
A molecular structure, C38H34ClN2O2P2PbTe, computed with ωB97M-V with the def2-TZVPD basis set.

Last column: Löwdin charge in e.
Atoms and positions in Å:
Pb -1.300 1.028 -1.844  1.27
Te 1.821 2.096 1.206  1.43
C 2.660 1.046 2.816  -0.55
C 3.408 -0.107 2.627  -0.12
C 3.880 -0.773 3.748  -0.14
N 3.679 -0.357 4.994  0.08
C 2.992 0.766 5.157  -0.13
C 2.449 1.499 4.109  -0.13
C 1.170 0.265 0.293  -0.87
P 1.771 -0.065 -1.270  0.96
C 3.406 0.553 -1.658  -0.37
C 3.566 1.927 -1.844  -0.14
C 4.812 2.440 -2.160  -0.06
C 5.893 1.586 -2.320  -0.05
C 5.724 0.214 -2.190  -0.06
C 4.482 -0.309 -1.872  -0.07
C 1.668 -1.819 -1.652  -0.38
C 0.891 -2.261 -2.716  -0.09
C 0.836 -3.614 -3.019  -0.05
C 1.576 -4.520 -2.275  -0.05
C 2.369 -4.082 -1.221  -0.06
C 2.411 -2.736 -0.902  -0.13
P -0.482 -0.063 0.746  0.90
C -0.825 0.431 2.438  -0.41
C -0.407 -0.386 3.486  -0.08
C -0.750 -0.051 4.785  -0.06
C -1.511 1.085 5.031  -0.06
C -1.933 1.891 3.983  -0.05
C -1.594 1.566 2.679  -0.09
C -1.251 -1.683 0.548  -0.36
C -0.623 -2.921 0.472  -0.08
C -1.387 -4.073 0.357  -0.06
C -2.771 -3.994 0.319  -0.05
C -3.401 -2.760 0.401  -0.06
C -2.648 -1.605 0.512  -0.11
H 3.642 -0.477 1.638  0.08
H 4.458 -1.684 3.637  0.11
H 2.846 1.094 6.179  0.11
H 1.859 2.381 4.318  0.10
H 2.713 2.590 -1.768  0.08
H 4.932 3.506 -2.296  0.12
H 6.865 1.987 -2.569  0.12
H 6.559 -0.454 -2.344  0.11
H 4.361 -1.381 -1.798  0.10
H 0.322 -1.555 -3.309  0.09
H 0.221 -3.958 -3.839  0.12
H 1.540 -5.573 -2.518  0.12
H 2.944 -4.791 -0.642  0.12
H 3.011 -2.396 -0.066  0.11
H 0.172 -1.282 3.295  0.12
H -0.425 -0.677 5.604  0.11
H -1.781 1.339 6.047  0.11
H -2.529 2.771 4.178  0.12
H -1.909 2.199 1.858  0.11
H 0.452 -2.998 0.528  0.09
H -0.894 -5.034 0.307  0.11
H -3.360 -4.896 0.228  0.11
H -4.480 -2.688 0.366  0.12
H -3.158 -0.649 0.557  0.11
C -4.137 3.182 -0.909  -0.04
C -4.466 1.827 -1.424  -0.37
C -5.682 1.231 -1.603  -0.05
C -5.447 -0.065 -2.147  -0.06
C -4.096 -0.214 -2.278  -0.42
C -3.346 -1.359 -2.874  -0.08
N -3.462 0.949 -1.827  -0.17
H -4.946 3.552 -0.281  0.09
H -3.993 3.906 -1.715  0.09
H -3.233 3.189 -0.300  0.04
H -6.638 1.668 -1.370  0.10
H -6.190 -0.799 -2.409  0.10
H -3.914 -2.280 -2.742  0.08
H -2.378 -1.547 -2.397  0.02
H -3.173 -1.230 -3.946  0.08
Cl -0.345 3.401 -3.679  0.55
C -0.351 4.643 -2.383  -0.43
C -0.849 4.123 -1.034  -0.73
O -1.316 4.922 -0.261  0.09
O -0.671 2.852 -0.789  -0.40
H -0.984 5.461 -2.714  0.09
H 0.672 5.001 -2.275  0.09

Summary:
- relative energy (zero: lowest compared OMol25 entry of this formula, charge and spin) (kJ/mol) = 132.1
- total charge = +1
- energy (hartree) = -3331.93899
- max |F| (Eh/bohr) = 0.0145
- frontier orbital gap (eV) = 4.70
- HOMO level (eV) = -9.601